Below is a molecular structure, C35H26ClF2N3O2PtS2, with properties calculated with ωB97M-V with the def2-TZVPD basis set.

```
72
Properties=species:S:1:pos:R:3:forces:R:3:lowdin_charge:R:1
Pt -0.12013 -0.78661 -0.28917 0.4 -0.3 -0.2 1.1098
O -4.34054 -0.22965 1.77281 0.2 -0.1 0.2 0.0891
C -4.98101 0.19277 0.66821 -0.3 0.1 -0.2 -0.2606
C -6.36972 0.36911 0.68073 0.2 0.0 0.1 -0.0444
C -7.03654 0.85539 -0.42777 -0.1 0.0 0.0 -0.1236
C -6.32408 1.17743 -1.56924 0.2 0.1 -0.2 -0.1122
C -4.94585 0.99001 -1.58390 -0.2 0.0 -0.2 -0.0324
C -4.25131 0.48959 -0.49153 0.2 -0.1 0.0 -0.0565
C -2.76353 0.25830 -0.61836 -0.2 0.3 -0.1 -0.4726
O -2.20800 -0.56084 0.14006 -0.1 -0.3 0.4 -0.1144
N -2.18919 0.96956 -1.57644 0.1 0.0 -0.1 -0.0086
N -0.82708 0.70012 -1.68022 -0.4 -0.4 0.6 -0.2196
C -0.30954 1.21048 -2.71532 0.2 0.7 -0.4 -0.9011
S -1.34624 2.01142 -3.92030 0.0 -0.2 -0.1 0.8809
C -0.00759 2.25403 -5.13472 0.0 0.0 0.1 -0.5472
C 1.16960 1.35142 -4.78187 -0.1 0.0 0.0 -0.5195
S 1.40295 1.40028 -2.99826 0.1 -0.3 0.0 0.9476
H -4.98266 -0.37458 2.47355 0.0 0.0 0.0 0.1051
H -6.92214 0.12611 1.58366 0.0 0.0 0.0 0.1022
H -8.11191 0.99074 -0.38941 0.0 0.0 0.0 0.0904
H -6.83298 1.56779 -2.44332 0.0 0.0 0.0 0.0874
H -4.36087 1.22410 -2.46463 0.0 0.0 0.0 0.0987
H 0.28375 3.30354 -5.13014 0.1 0.0 0.0 0.0585
H -0.41277 1.99892 -6.11443 0.0 0.0 -0.1 0.0587
H 2.09841 1.68494 -5.24252 0.0 0.0 -0.1 0.0720
H 0.97816 0.31610 -5.06132 0.0 0.0 -0.1 0.0726
F 0.09626 -5.97178 0.89247 0.0 0.1 0.0 -0.0187
C 0.12349 -4.68642 1.39469 0.0 -0.1 -0.1 -0.3088
C 0.07835 -3.60763 0.53315 0.1 0.1 0.0 -0.0876
C 0.10872 -2.30139 1.01792 0.0 0.0 0.1 -0.2595
C 0.19398 -2.05144 2.44390 0.0 0.1 -0.2 -0.1392
C 0.21853 -3.21909 3.23369 0.0 0.0 -0.1 -0.2346
F 0.23525 -3.11758 4.60319 0.0 -0.1 0.1 -0.0066
C 0.18957 -4.51309 2.75902 0.0 -0.1 0.1 -0.0001
C 0.20264 -0.71127 2.98475 -0.1 0.2 -0.1 -0.2359
C 0.46256 -0.35844 4.34829 0.0 0.0 -0.2 -0.0775
C 0.34722 0.93716 4.77311 -0.1 0.3 -0.3 -0.1590
C -0.04226 1.96130 3.84121 0.1 -0.2 0.2 -0.1512
C -0.20063 1.55837 2.51956 0.1 -0.2 0.2 -0.2384
N -0.06733 0.31969 2.07526 0.0 0.0 0.2 0.0087
H 0.03558 -3.79442 -0.53365 0.0 0.0 0.0 0.0886
H 0.20095 -5.35211 3.44387 0.0 0.1 0.0 0.1083
H 0.76626 -1.11707 5.05518 0.0 0.0 0.0 0.0802
H 0.55174 1.18498 5.81152 0.0 0.0 0.0 0.0667
H -0.17169 2.99821 4.13360 0.0 -0.1 0.0 0.0493
H -0.45547 2.30816 1.76151 0.0 -0.1 0.1 0.0864
C 1.60087 -1.20686 -1.01622 0.1 -0.2 0.0 -0.1737
C 2.30061 -1.86124 -2.03065 -0.2 0.1 0.0 -0.3831
C 3.73015 -1.94849 -2.05284 0.0 0.0 -0.1 -0.0738
C 4.40400 -2.56998 -3.08661 -0.2 0.0 0.0 -0.1400
C 3.71343 -3.13918 -4.16729 -0.1 0.1 0.1 -0.1530
C 2.31251 -3.06864 -4.17663 0.1 0.1 0.1 -0.1406
C 1.62285 -2.45508 -3.14916 0.0 -0.1 0.0 -0.0857
H 4.27417 -1.50978 -1.22241 0.0 0.0 -0.1 0.0891
H 5.48820 -2.62832 -3.05799 0.0 0.0 0.0 0.0809
H 4.25077 -3.61571 -4.97956 0.0 0.0 0.0 0.0686
H 1.76282 -3.51127 -5.00273 0.0 0.0 0.0 0.0816
H 0.53787 -2.41066 -3.14790 0.0 0.0 0.0 0.0920
Cl 5.03323 1.56315 0.42371 0.0 0.1 0.0 0.6809
C 4.27671 2.96695 -0.27220 -0.1 0.0 0.0 -0.5998
C 5.08550 4.00753 -0.68727 -0.1 0.0 0.0 -0.1397
C 4.52642 5.14984 -1.25610 0.0 -0.1 0.0 -0.1152
C 3.13899 5.23209 -1.40400 0.0 -0.1 0.0 -0.1108
C 2.33406 4.19550 -0.99036 0.0 0.0 0.0 -0.0603
C 2.85890 3.01046 -0.40178 0.0 0.0 0.1 -0.3351
C 2.00028 1.97873 -0.00089 0.2 0.2 0.1 0.0274
H 6.15783 3.91952 -0.56502 0.0 0.0 0.0 0.0908
H 5.16747 5.95778 -1.58748 0.0 0.0 0.0 0.0860
H 2.69445 6.11494 -1.84616 0.0 0.0 0.0 0.0915
H 1.25752 4.25302 -1.11122 0.1 0.0 0.0 0.1133
H 0.93216 2.07757 -0.14752 0.1 0.0 0.1 0.0394
H 2.34572 1.06502 0.45995 0.0 0.0 0.0 0.0381
```
Positions in Å, forces in eV/Å.

calculated total energy	-88152.2502	eV
LUMO energy (spin up / spin down)	3.914 / 3.860	eV
<S²>	6.114
maximum force	0.83	eV Å⁻¹
HOMO energy (spin up / spin down)	0.0631 / -0.0504	Ha
2S+1	5
HOMO-LUMO gap (spin up / spin down)	2.197 / 5.233	eV
net charge	-2